# 1
DFT (the ωB97M-V functional and the def2-TZVPD basis) results for a structure of composition C36H51BrEuN3OP2.

The geometry in XYZ format:
```
95
Properties=species:S:1:pos:R:3:mulliken_charge:R:1
C -1.616 -1.285 -2.365 -0.470
C 0.662 -1.760 -2.011 0.485
C -1.707 -2.228 -3.388 -0.858
C 0.571 -2.811 -2.959 -1.310
C -0.601 -3.045 -3.644 -1.096
H -2.639 -2.300 -3.946 0.502
H 1.477 -3.382 -3.159 0.512
H -0.662 -3.848 -4.375 0.428
N -0.508 -1.135 -1.612 1.127
P -2.934 0.051 -0.316 0.896
P 2.949 -0.306 -0.647 0.576
C -2.771 -0.311 -2.115 -0.763
H -2.558 0.631 -2.649 0.328
H -3.701 -0.691 -2.557 0.538
C 0.467 2.404 2.022 0.234
O 0.832 3.493 2.078 -0.184
C 1.984 -1.443 -1.544 -0.983
H 2.633 -2.321 -1.726 0.526
C 4.301 0.131 -1.936 2.103
C 3.643 -1.099 0.997 2.107
C -3.750 1.758 -0.336 1.847
C -4.076 -1.356 0.251 2.085
C 4.456 1.659 -1.853 -1.502
H 4.786 1.982 -0.857 0.315
H 5.209 1.985 -2.587 0.499
H 3.509 2.171 -2.085 0.184
C 5.635 -0.580 -1.680 -1.919
H 6.084 -0.339 -0.708 0.326
H 5.534 -1.669 -1.784 0.392
H 6.346 -0.256 -2.457 0.493
C 3.844 -0.277 -3.339 -1.832
H 4.589 0.065 -4.072 0.622
H 3.741 -1.361 -3.444 0.298
H 2.886 0.183 -3.598 0.214
C 4.607 -0.088 1.645 -1.647
H 4.099 0.857 1.889 0.285
H 4.994 -0.519 2.582 0.494
H 5.474 0.146 1.013 0.245
C 2.460 -1.353 1.946 -2.125
H 1.969 -0.415 2.274 0.054
H 1.723 -2.057 1.518 0.158
H 2.837 -1.829 2.866 0.773
C 4.346 -2.428 0.719 -1.797
H 5.220 -2.324 0.070 0.321
H 4.701 -2.839 1.676 0.551
H 3.663 -3.163 0.270 0.250
C -4.638 -1.016 1.644 -1.900
H -5.200 -1.888 2.012 0.524
H -3.835 -0.808 2.367 0.257
H -5.331 -0.164 1.627 0.323
C -3.213 -2.627 0.364 -1.527
H -2.764 -2.913 -0.596 0.261
H -2.413 -2.520 1.111 0.038
H -3.862 -3.454 0.690 0.581
C -5.213 -1.628 -0.742 -1.822
H -5.883 -2.377 -0.295 0.523
H -5.815 -0.741 -0.963 0.265
H -4.843 -2.046 -1.686 0.386
C -2.922 2.694 -1.244 -1.935
H -3.074 2.472 -2.309 0.384
H -3.264 3.727 -1.079 0.585
H -1.844 2.651 -1.026 0.288
C -3.738 2.306 1.104 -1.557
H -2.713 2.410 1.490 0.179
H -4.206 3.301 1.096 0.508
H -4.302 1.669 1.798 0.282
C -5.188 1.662 -0.857 -1.929
H -5.239 1.221 -1.863 0.316
H -5.845 1.105 -0.175 0.329
H -5.592 2.683 -0.927 0.535
Eu -0.108 -0.144 0.737 0.721
N 0.919 1.358 -0.824 -0.470
C 1.174 1.071 -1.980 0.792
C 0.953 1.670 -3.290 0.363
C 0.734 3.051 -3.248 -0.621
C 0.897 0.992 -4.521 0.188
C 0.565 3.785 -4.421 -0.847
H 0.727 3.546 -2.276 0.408
C 0.757 1.741 -5.695 -1.017
H 0.979 -0.100 -4.560 0.491
C 0.606 3.131 -5.654 -0.538
H 0.412 4.857 -4.349 0.436
H 0.764 1.232 -6.659 0.452
H 0.497 3.708 -6.576 0.413
Br -1.152 -5.028 4.901 -0.131
C -1.153 -3.182 4.451 -0.454
C -1.507 -2.219 5.402 -0.119
C -1.517 -0.874 5.029 -0.868
C -1.175 -0.529 3.718 -0.166
N -0.835 -1.462 2.805 0.335
C -0.804 -2.778 3.155 -0.293
H -1.768 -2.536 6.409 0.453
H -1.784 -0.089 5.732 0.459
H -1.169 0.519 3.386 0.248
H -0.511 -3.500 2.391 0.590
```

Computed properties:
2S+1: 8
Net charge: +1
Energy relative to the best compared isomer or geometry (same formula, charge and spin): 0.0 kJ/mol
Orbital gap (alpha / beta): 5.7 / 5.8 eV
LUMO (alpha / beta): -2.89 / -2.85 eV
HOMO (alpha / beta): -8.597 / -8.643 eV

---

# 2
DFT (the ωB97M-V functional and the def2-TZVPD basis) results for a cluster of 8 separate species, C36H51F3O16 in total.

The geometry in XYZ format:
```
106
Properties=species:S:1:pos:R:3:mulliken_charge:R:1
O 0.122 -0.436 1.038 -0.641
C 0.769 -0.800 -0.079 0.453
O 1.725 -0.006 -0.919 -0.402
C 1.897 -0.521 -2.313 -0.261
C 0.554 -1.474 -2.444 -0.371
C 0.703 -2.205 -0.951 0.337
C -0.423 -3.336 -0.573 -0.545
C -0.497 -4.598 -1.617 -0.561
C 0.953 -5.156 -2.138 0.382
F 2.229 -5.153 -1.386 -0.232
C 0.983 -5.783 -3.520 0.149
F 2.204 -6.502 -4.043 -0.238
F -0.200 -5.767 -4.416 -0.239
H 2.021 0.303 -3.162 0.283
H 2.825 -1.257 -2.185 0.217
H 0.431 -2.159 -3.385 0.345
H -0.318 -0.703 -2.208 0.286
H 1.773 -2.680 -0.909 0.119
H -0.351 -3.721 0.553 0.207
H -1.481 -2.785 -0.631 0.265
H -1.057 -5.472 -1.048 0.387
H -1.159 -4.304 -2.536 0.302
O -1.524 0.848 -1.569 -0.690
C -1.975 1.669 -0.787 0.248
C -1.577 3.112 -0.717 0.145
C -2.125 3.526 0.625 -0.618
C -3.312 2.614 0.793 -0.118
O -2.955 1.404 0.126 -0.341
H -2.056 3.655 -1.537 0.026
H -0.492 3.224 -0.759 0.271
H -2.385 4.586 0.683 0.320
H -1.383 3.317 1.405 0.330
H -4.216 3.017 0.324 0.218
H -3.521 2.406 1.846 0.096
O -0.758 7.041 -1.713 -0.610
C -0.653 6.378 -2.731 0.310
C -0.058 6.855 -4.021 -0.336
C -0.536 5.809 -4.996 -0.578
C -0.661 4.583 -4.130 -0.471
O -1.027 5.069 -2.840 -0.198
H 1.032 6.859 -3.932 0.281
H -0.430 7.848 -4.283 0.274
H 0.133 5.667 -5.849 0.318
H -1.523 6.092 -5.383 0.276
H 0.284 4.037 -4.043 0.280
H -1.432 3.900 -4.499 0.329
O 2.997 -3.166 0.567 -0.645
C 3.379 -3.961 1.410 0.258
C 4.466 -4.975 1.219 -0.198
C 4.243 -5.902 2.387 -0.670
C 3.642 -4.989 3.423 -0.364
O 2.897 -4.021 2.686 -0.144
H 5.437 -4.473 1.277 0.284
H 4.356 -5.496 0.266 0.199
H 5.153 -6.402 2.729 0.349
H 3.517 -6.675 2.108 0.276
H 4.406 -4.468 4.011 0.269
H 2.976 -5.526 4.104 0.301
O 0.319 -5.965 7.368 -0.616
C 0.457 -4.883 6.822 0.386
C 0.062 -3.559 7.404 -0.317
C 0.086 -2.662 6.193 -0.572
C 1.132 -3.309 5.323 -0.268
O 1.040 -4.706 5.600 -0.247
H 0.805 -3.259 8.148 0.244
H -0.935 -3.606 7.848 0.281
H 0.308 -1.617 6.427 0.353
H -0.888 -2.696 5.690 0.280
H 2.144 -2.971 5.567 0.189
H 0.945 -3.131 4.260 0.282
O 5.220 -9.987 -8.891 -0.580
C 4.768 -9.166 -8.109 0.439
C 5.166 -7.723 -8.039 -0.333
C 4.618 -7.309 -6.697 -0.501
C 3.431 -8.221 -6.529 -0.218
O 3.788 -9.431 -7.196 -0.347
H 4.687 -7.180 -8.859 0.251
H 6.252 -7.611 -8.081 0.267
H 4.358 -6.248 -6.639 0.305
H 5.360 -7.518 -5.917 0.276
H 2.527 -7.817 -6.998 0.226
H 3.222 -8.428 -5.476 0.226
O -0.607 8.585 4.261 -0.606
C -0.777 8.887 3.091 0.495
C -1.843 9.806 2.577 -0.334
C -1.835 9.505 1.099 -0.490
C -0.407 9.091 0.855 -0.004
O 0.014 8.460 2.064 -0.353
H -1.553 10.840 2.783 0.246
H -2.812 9.578 3.027 0.280
H -2.151 10.348 0.479 0.357
H -2.506 8.663 0.892 0.218
H 0.247 9.948 0.662 0.223
H -0.324 8.386 0.023 0.027
O -6.368 5.950 2.412 -0.609
C -6.265 4.967 3.127 0.514
C -5.893 4.984 4.579 -0.334
C -5.539 3.540 4.831 -0.460
C -6.405 2.810 3.838 -0.420
O -6.519 3.689 2.720 -0.362
H -6.759 5.300 5.167 0.260
H -5.040 5.643 4.759 0.263
H -5.707 3.223 5.864 0.329
H -4.482 3.374 4.594 0.220
H -7.408 2.610 4.229 0.310
H -5.954 1.866 3.520 0.307
```

Computed properties:
SMILES: O=C1OCC[C@@H]1CCC(F)=C(F)F.O=C1CCCO1.O=C1CCCO1.O=C1CCCO1.O=C1CCCO1.O=C1CCCO1.O=C1CCCO1.O=C1CCCO1
2S+1: 1
Orbital gap: 10.1 eV
LUMO: 0.31 eV
HOMO: -9.790 eV

---

# 3
DFT (the ωB97M-V functional and the def2-TZVPD basis) results for a structure of composition C36H51N5O4TeY.

The geometry in XYZ format:
```
98
Properties=species:S:1:pos:R:3:mulliken_charge:R:1
Y 1.027 0.596 -0.495 0.877
N 0.379 2.889 0.097 -0.541
C -1.016 3.254 -0.172 0.413
C -1.209 4.600 -0.985 -1.240
C -2.608 5.100 -1.174 -1.366
C -3.291 5.409 0.079 -0.790
N -3.851 4.113 0.571 -0.027
C -4.324 3.960 1.835 0.662
N -4.585 5.090 2.471 -0.338
N -4.633 2.767 2.396 -0.358
C -1.603 2.119 -0.998 0.553
O -2.822 1.849 -1.000 -0.841
O -0.694 1.467 -1.705 -0.843
H 0.607 3.333 0.995 0.307
H 0.920 3.374 -0.566 0.380
H -1.461 3.306 0.764 0.311
H -0.759 4.480 -1.954 0.507
H -0.560 5.369 -0.473 0.433
H -3.217 4.433 -1.745 0.467
H -2.532 6.036 -1.697 0.401
H -4.084 6.174 -0.022 0.734
H -2.559 5.811 0.776 0.454
H -3.680 3.278 -0.019 0.119
H -4.667 5.940 1.923 0.186
H -5.034 5.136 3.380 0.255
H -3.992 1.988 2.336 0.132
H -5.172 2.669 3.308 0.310
C 6.928 -0.514 -5.187 -1.539
C 6.114 -0.295 -3.893 0.271
C 4.825 0.252 -3.791 -0.817
C 4.260 0.489 -2.580 1.148
C 2.926 1.190 -2.662 -0.657
C 4.922 0.103 -1.336 1.115
C 4.288 0.082 -0.089 -1.597
O 2.978 0.224 0.032 -0.493
C 6.227 -0.432 -1.479 0.618
C 7.060 -0.874 -0.247 -1.781
C 6.772 -0.628 -2.701 -0.611
H 7.892 -0.336 -4.896 0.476
H 6.657 0.271 -5.891 0.393
H 6.782 -1.454 -5.726 0.271
H 4.316 0.428 -4.713 0.507
H 2.976 2.069 -3.361 0.645
H 2.847 1.750 -1.638 -0.008
H 2.076 0.499 -2.938 0.065
H 4.793 -0.158 0.832 0.399
H 6.505 -1.590 0.306 0.373
H 7.235 0.023 0.394 0.350
H 8.000 -1.297 -0.565 0.401
H 7.752 -1.127 -2.709 0.329
C -0.041 2.032 2.810 -2.472
C -0.960 1.023 2.211 0.916
O -2.201 1.091 2.461 -0.584
N -0.458 0.226 1.282 0.639
Te -1.915 -1.001 0.736 0.993
C -2.340 -2.496 2.128 0.265
C -2.304 -2.428 3.501 1.481
C -1.486 -1.500 4.287 -1.903
C -3.173 -3.227 4.271 -0.841
C -4.188 -4.041 3.702 0.755
C -5.092 -4.767 4.564 -1.483
C -4.181 -4.141 2.311 -1.043
C -3.319 -3.377 1.517 0.275
C -3.337 -3.515 -0.008 -1.828
C -0.507 -1.886 -0.535 -0.798
C 0.756 -2.424 -0.112 1.274
C 1.070 -2.530 1.361 -1.475
C 1.755 -2.876 -0.982 -0.469
C 1.592 -2.586 -2.352 0.179
C 2.706 -2.835 -3.364 -1.472
C 0.341 -2.110 -2.793 -1.167
C -0.717 -1.784 -1.914 1.955
C -2.023 -1.494 -2.635 -1.721
H -0.474 3.017 2.641 0.626
H 1.011 1.983 2.638 0.347
H -0.158 1.959 3.885 0.480
H -1.111 -2.105 5.079 0.777
H -2.196 -0.726 4.690 0.310
H -0.683 -1.122 3.713 0.007
H -3.117 -3.156 5.340 0.473
H -5.877 -4.097 4.993 0.302
H -4.544 -5.228 5.448 0.353
H -5.724 -5.502 3.996 0.358
H -4.875 -4.770 1.781 0.460
H -2.334 -3.445 -0.360 0.306
H -4.003 -2.903 -0.542 0.427
H -3.672 -4.549 -0.228 0.508
H 1.283 -1.569 1.817 0.133
H 1.956 -3.107 1.452 0.670
H 0.275 -3.131 1.864 0.158
H 2.656 -3.274 -0.549 0.496
H 2.764 -3.878 -3.580 0.448
H 3.675 -2.460 -3.017 0.252
H 2.339 -2.309 -4.305 0.335
H 0.095 -1.892 -3.847 0.357
H -2.287 -0.404 -2.540 0.185
H -2.805 -2.165 -2.257 0.177
H -1.887 -1.734 -3.645 0.563
```

Computed properties:
2S+1: 2
Net charge: +2
Energy relative to the best compared isomer or geometry (same formula, charge and spin): 99.7 kJ/mol
Orbital gap (alpha / beta): 5.5 / 8.2 eV
LUMO (alpha / beta): -4.57 / -4.57 eV
HOMO (alpha / beta): -10.104 / -12.772 eV

---

# 4
DFT (the ωB97M-V functional and the def2-TZVPD basis) results for a structure of composition C36H52BrN3OP2Sn.

The geometry in XYZ format:
```
96
Properties=species:S:1:pos:R:3:mulliken_charge:R:1
N 2.400 6.461 -7.983 -0.583
C 3.426 6.141 -7.192 -0.321
C 3.306 5.282 -6.092 -0.478
C 2.046 4.718 -5.760 0.912
C 0.958 5.122 -6.588 -0.436
C 1.202 5.951 -7.694 -0.336
C 1.894 3.777 -4.644 -0.312
Sn -0.661 -1.864 -0.823 0.657
P -1.588 -5.330 -0.133 0.034
C 0.720 3.125 -4.397 -0.657
C 0.504 2.206 -3.327 0.735
C -0.351 1.107 -3.594 -1.255
C -0.281 -0.023 -2.800 -0.945
C 0.325 0.037 -1.540 0.873
C 1.139 1.116 -1.255 -0.173
C 1.202 2.224 -2.109 -0.543
Br 0.275 -1.726 1.799 -0.515
H 2.788 3.591 -4.035 0.357
H -0.121 3.198 -5.087 0.174
H 4.211 5.058 -5.527 0.331
H -0.073 4.805 -6.408 0.317
H 4.384 6.587 -7.462 0.363
H 0.399 6.227 -8.377 0.362
H -0.931 1.102 -4.525 0.381
H 1.823 3.088 -1.865 0.483
H -0.710 -0.957 -3.175 0.346
H 1.744 1.153 -0.364 0.120
P -2.240 0.215 0.365 0.948
C 0.093 -5.180 -0.792 0.048
C 0.426 -6.516 -1.466 -1.390
H 0.765 -4.976 0.050 0.395
H 0.157 -4.313 -1.471 0.009
H 1.498 -6.606 -1.632 0.396
H 0.109 -7.346 -0.827 0.424
H -0.086 -6.620 -2.426 0.353
C -2.747 -4.760 -1.399 0.432
C -4.010 -5.631 -1.364 -1.344
H -2.246 -4.871 -2.369 0.402
H -2.946 -3.692 -1.260 -0.372
H -4.628 -5.446 -2.244 0.397
H -3.740 -6.692 -1.359 0.407
H -4.608 -5.437 -0.470 0.344
C -1.819 -4.496 1.463 1.391
C -1.570 -5.474 2.607 -1.392
H -2.848 -4.106 1.472 0.363
H -1.148 -3.620 1.508 -1.100
H -1.833 -5.004 3.552 0.383
H -2.189 -6.366 2.484 0.427
H -0.522 -5.781 2.645 0.347
C -2.845 0.364 2.106 0.009
C -3.620 1.605 2.558 -1.328
H -1.954 0.218 2.732 -0.349
H -3.481 -0.522 2.250 0.560
H -2.974 2.467 2.758 0.245
H -4.393 1.919 1.847 0.310
H -4.132 1.366 3.498 0.427
C -3.722 -0.545 -0.461 -0.192
C -4.079 0.031 -1.834 -1.271
H -4.552 -0.416 0.239 0.593
H -3.529 -1.622 -0.531 -0.321
H -4.706 0.921 -1.719 0.355
H -3.208 0.308 -2.438 0.153
H -4.656 -0.704 -2.407 0.437
C -2.298 1.960 -0.218 -0.790
C -1.351 2.935 0.481 -1.222
H -3.341 2.277 -0.083 0.642
H -2.079 1.944 -1.293 0.391
H -0.977 3.661 -0.253 0.320
H -1.864 3.507 1.263 0.403
H -0.472 2.447 0.924 0.110
C 4.139 -0.213 5.002 -1.013
N 3.565 -0.228 3.669 0.021
N 2.527 0.548 3.329 0.897
C 2.292 0.466 1.966 -0.074
O 1.487 1.238 1.442 -0.545
C 3.172 -0.583 1.523 0.047
C 3.997 -0.900 2.579 0.060
C 5.213 -1.738 2.687 -1.551
C 1.821 1.391 4.205 -0.287
C 2.510 2.416 4.863 0.200
C 1.822 3.183 5.800 -0.707
C 0.472 2.919 6.051 -0.477
C -0.229 1.951 5.325 -0.664
C 0.432 1.227 4.338 0.168
H 4.315 -1.240 5.327 0.344
H 3.459 0.264 5.700 0.512
H 5.090 0.326 5.008 0.350
H 3.091 -1.047 0.560 0.668
H 6.097 -1.111 2.898 0.337
H 5.131 -2.488 3.492 0.363
H 5.391 -2.265 1.745 0.389
H 3.568 2.575 4.622 0.499
H 2.361 3.977 6.323 0.411
H -0.044 3.493 6.817 0.407
H -1.284 1.751 5.513 0.451
H -0.064 0.505 3.683 -0.046
```

Computed properties:
2S+1: 1
Net charge: +2
Energy relative to the best compared isomer or geometry (same formula, charge and spin): 0.0 kJ/mol
Orbital gap (alpha / beta): 3.5 / 3.5 eV
LUMO (alpha / beta): -8.05 / -8.00 eV
HOMO (alpha / beta): -11.543 / -11.543 eV